Record 1
The following is a quantum chemistry calculation of a single C3H4FNS molecule in a non-equilibrium geometry, from the Open Molecules 2025 dataset.

Summary:
Energy above the lowest of the compared OMol25 structures with the same formula, charge and spin = 25.0 kcal per mole
Frontier orbital gap = 9.16 eV
LUMO level = 0.6089 eV
SMILES = F/C=C/N=C\S
Charge = 0
Maximum force = 1.01 eV/Å
E = -669.4593 hartree

Each line ends with the natural charge from an NBO analysis.
Atoms and positions in Å:
F: -0.911 -2.981 -0.460  -0.334
C: -0.864 -1.640 -0.366  0.181
C: 0.277 -0.991 -0.567  -0.133
N: 0.411 0.359 -0.737  -0.430
C: 0.442 1.358 -0.002  0.028
S: 0.345 1.489 1.782  -0.020
H: -1.817 -1.195 -0.132  0.169
H: 1.171 -1.543 -0.836  0.219
H: 0.558 2.321 -0.478  0.187
H: 0.387 2.822 1.796  0.133

Record 2
The following is a quantum chemistry calculation of 2 unconnected molecules or ions with the total composition C6H12N2 in a non-equilibrium geometry, from the Open Molecules 2025 dataset.

Summary:
Energy above the lowest of the compared OMol25 structures with the same formula, charge and spin = 39.2 kcal per mole
Frontier orbital gap = 9.54 eV
LUMO level = 0.8468 eV
SMILES = Cc1c[nH]cn1.CC
Charge = 0
Maximum force = 3.45 eV/Å
E = -345.2655 hartree

Each line ends with the natural charge from an NBO analysis.
Atoms and positions in Å:
C: 1.741 -0.764 1.870  -0.657
C: 0.829 -1.040 0.625  0.115
C: 0.834 -0.623 -0.690  -0.135
N: -0.469 -1.023 -1.257  -0.557
C: -1.027 -1.806 -0.297  0.189
N: -0.324 -1.874 0.855  -0.494
H: 1.320 -1.599 2.601  0.257
H: 1.407 0.316 2.215  0.227
H: 2.776 -0.809 1.476  0.228
H: 1.423 0.053 -1.247  0.214
H: -1.043 -0.884 -2.062  0.422
H: -1.903 -2.417 -0.564  0.193
C: -0.865 3.509 -0.841  -0.617
C: -0.565 2.188 -0.136  -0.619
H: -0.838 4.334 -0.202  0.207
H: -0.189 3.564 -1.641  0.204
H: -1.855 3.496 -1.179  0.203
H: -0.259 2.356 0.933  0.207
H: 0.390 1.701 -0.468  0.204
H: -1.360 1.387 -0.242  0.209

Record 3
The following is a quantum chemistry calculation of a molecular structure, C24H27N4RuS in a non-equilibrium geometry, from the Open Molecules 2025 dataset.

Summary:
Energy above the lowest of the compared OMol25 structures with the same formula, charge and spin = 13.8 kcal per mole
Frontier orbital gap (alpha / beta) = 6.92 / 5.29 eV
LUMO level (alpha / beta) = -10.4426 / -12.1562 eV
Charge = +3
Maximum force = 2.61 eV/Å
Spin multiplicity = 5
E = -1641.8524 hartree

Each line ends with the natural charge from an NBO analysis.
Atoms and positions in Å:
Ru: 0.671 -0.466 0.331  1.148
C: -0.123 -4.580 2.003  -0.228
C: 0.106 -3.203 1.937  0.123
N: 0.267 -2.567 0.784  -0.517
C: 0.202 -3.281 -0.372  0.125
C: -0.008 -4.663 -0.402  -0.056
C: -0.173 -5.313 0.841  -0.058
C: -0.046 -5.336 -1.665  -0.131
C: 0.113 -4.652 -2.824  -0.158
C: 0.313 -3.234 -2.818  -0.081
C: 0.474 -2.462 -3.986  -0.025
C: 0.648 -1.097 -3.893  -0.241
C: 0.655 -0.494 -2.641  0.094
N: 0.516 -1.204 -1.518  -0.446
C: 0.349 -2.559 -1.591  0.227
H: -0.248 -5.049 2.969  0.271
H: 0.171 -2.607 2.840  0.230
H: -0.340 -6.382 0.871  0.263
H: -0.203 -6.406 -1.675  0.259
H: 0.090 -5.166 -3.776  0.260
H: 0.459 -2.947 -4.954  0.264
H: 0.769 -0.484 -4.774  0.274
H: 0.763 0.578 -2.528  0.233
S: 2.549 -0.269 1.601  0.046
C: 3.626 1.065 1.611  -0.071
C: 4.070 1.482 2.940  -0.123
C: 4.964 2.456 3.070  -0.215
C: 5.492 3.045 1.904  0.056
C: 5.067 2.617 0.587  -0.155
C: 4.164 1.661 0.438  -0.206
H: 3.667 0.989 3.815  0.257
H: 5.279 2.758 4.059  0.275
H: 6.237 3.829 1.971  0.260
H: 5.496 3.086 -0.288  0.265
H: 3.869 1.351 -0.553  0.245
C: -3.509 4.276 0.090  -0.626
C: -3.261 3.270 1.202  -0.216
N: -2.776 1.969 0.686  -0.297
C: -3.801 1.082 0.099  -0.242
C: -3.769 1.036 -1.425  -0.627
C: -1.511 1.635 0.719  0.553
C: -0.482 2.565 1.282  -0.687
N: -1.083 0.440 0.257  -0.805
H: -3.837 5.216 0.529  0.262
H: -4.291 3.942 -0.590  0.226
H: -2.604 4.468 -0.487  0.213
H: -4.180 3.056 1.748  0.237
H: -2.549 3.647 1.930  0.220
H: -4.763 1.461 0.437  0.252
H: -3.698 0.089 0.547  0.212
H: -4.034 2.000 -1.852  0.243
H: -4.495 0.305 -1.777  0.256
H: -2.791 0.758 -1.821  0.190
H: -0.616 2.683 2.359  0.273
H: -0.558 3.550 0.823  0.273
H: 0.519 2.173 1.097  0.218
H: -1.819 -0.119 -0.167  0.407

Record 4
The following is a quantum chemistry calculation of 11 unconnected molecules or ions with the total composition C58H66O26 in a non-equilibrium geometry, from the Open Molecules 2025 dataset.

Summary:
Frontier orbital gap = 8.26 eV
LUMO level = 0.3549 eV
SMILES = C[C@H]1COC(=O)O1.C[C@H]1COC(=O)O1.C[C@H]1COC(=O)O1.C[C@H]1COC(=O)O1.Oc1ccc(O)cc1.Oc1ccc(O)cc1.Oc1ccc(O)cc1.Oc1ccc(O)cc1.Oc1ccc(O)cc1.Oc1ccc(O)cc1.Oc1ccc(O)cc1
Charge = 0
Maximum force = 4.60 eV/Å
E = -4205.9802 hartree

Each line ends with the Mulliken charge.
Atoms and positions in Å:
C: 0.820 2.181 -7.986  -1.849
C: 0.434 2.435 -6.576  0.955
C: -1.047 2.183 -6.247  -0.278
O: -0.999 1.316 -5.098  -0.354
C: 0.249 1.145 -4.672  0.591
O: 0.517 0.547 -3.684  -0.514
O: 1.098 1.550 -5.610  -0.368
H: 0.470 1.262 -8.348  0.462
H: 1.891 2.351 -8.084  0.387
H: 0.276 2.861 -8.666  0.397
H: 0.767 3.421 -6.311  0.048
H: -1.620 1.606 -6.983  0.336
H: -1.600 3.042 -5.931  0.082
C: 5.251 1.905 -2.851  -1.074
C: 4.070 2.734 -3.468  0.973
C: 3.444 3.641 -2.431  0.000
O: 3.501 4.976 -2.972  -0.478
C: 4.357 4.941 -4.083  0.526
O: 4.709 5.932 -4.651  -0.564
O: 4.564 3.698 -4.512  -0.457
H: 4.884 0.946 -2.422  0.191
H: 5.620 2.417 -1.960  0.219
H: 6.012 1.790 -3.659  0.379
H: 3.241 2.142 -3.912  -0.106
H: 3.989 3.589 -1.478  0.346
H: 2.378 3.405 -2.326  0.059
C: -3.416 -1.176 6.755  -0.884
C: -3.837 0.270 6.744  0.176
C: -2.690 1.278 6.441  -0.013
O: -3.390 2.272 5.710  -0.304
C: -4.480 1.722 5.235  0.728
O: -5.168 2.253 4.368  -0.699
O: -4.736 0.549 5.700  -0.308
H: -2.925 -1.323 5.793  -0.090
H: -4.226 -1.871 6.811  0.437
H: -2.607 -1.249 7.518  0.343
H: -4.401 0.549 7.656  0.319
H: -1.911 0.819 5.883  -0.029
H: -2.342 1.606 7.417  0.399
C: 2.232 -4.542 1.235  -0.975
C: 0.713 -4.432 1.347  0.928
C: 0.065 -3.204 0.725  1.605
O: -0.713 -3.722 -0.376  -0.116
C: -0.537 -5.088 -0.522  0.537
O: -1.049 -5.790 -1.393  -0.796
O: 0.224 -5.559 0.441  -0.451
H: 2.663 -4.668 0.228  -0.138
H: 2.580 -5.271 1.966  0.542
H: 2.449 -3.581 1.684  0.210
H: 0.284 -4.610 2.361  0.301
H: 0.787 -2.426 0.329  -0.672
H: -0.758 -2.723 1.295  -0.909
O: 0.941 -4.394 -3.394  -0.576
C: 2.089 -4.197 -2.681  0.188
C: 2.999 -5.238 -2.423  -0.823
C: 4.123 -4.981 -1.624  -1.012
C: 4.385 -3.645 -1.241  0.534
O: 5.555 -3.174 -0.708  -0.315
C: 3.540 -2.635 -1.617  0.425
C: 2.369 -2.885 -2.285  -0.543
H: 0.547 -5.247 -3.415  0.352
H: 2.845 -6.189 -2.790  0.497
H: 4.776 -5.792 -1.265  0.298
H: 6.224 -3.869 -0.631  0.244
H: 3.695 -1.594 -1.146  -0.042
H: 1.642 -2.120 -2.483  0.666
O: -1.255 -3.229 4.086  -0.518
C: -0.230 -2.572 4.635  -0.775
C: -0.087 -1.194 4.644  1.280
C: 1.058 -0.677 5.256  -1.133
C: 2.049 -1.462 5.833  0.284
O: 3.245 -0.906 6.340  -0.532
C: 1.967 -2.816 5.657  -0.751
C: 0.802 -3.326 5.094  -0.294
H: -2.063 -2.743 3.826  0.156
H: -0.778 -0.494 4.212  0.618
H: 1.226 0.378 5.132  0.583
H: 3.677 -1.663 6.717  0.273
H: 2.732 -3.526 5.950  0.372
H: 0.676 -4.377 5.002  0.517
O: -4.747 0.585 1.938  -0.539
C: -5.073 1.523 0.929  -0.268
C: -4.479 2.746 0.913  0.020
C: -4.818 3.695 -0.076  -0.565
C: -5.723 3.314 -1.042  0.724
O: -6.066 4.276 -2.017  -0.594
C: -6.155 1.960 -1.159  -0.723
C: -5.897 1.115 -0.112  -0.511
H: -5.153 0.978 2.738  0.181
H: -3.920 3.050 1.732  0.671
H: -4.455 4.768 -0.067  0.367
H: -6.808 3.894 -2.538  0.281
H: -6.790 1.666 -1.985  0.409
H: -6.418 0.108 -0.110  0.353
O: -3.894 -5.306 -1.463  -0.653
C: -3.715 -4.435 -0.412  -0.322
C: -3.807 -3.099 -0.652  -0.560
C: -3.735 -2.188 0.370  0.270
C: -3.518 -2.676 1.641  0.489
O: -3.417 -1.800 2.729  -0.576
C: -3.533 -4.016 1.977  -0.527
C: -3.544 -4.916 0.912  -0.622
H: -2.967 -5.359 -1.820  0.464
H: -3.951 -2.886 -1.724  0.382
H: -3.720 -1.167 0.127  0.452
H: -3.693 -0.939 2.412  0.041
H: -3.329 -4.311 2.981  0.602
H: -3.695 -5.951 1.036  0.536
O: 4.069 1.460 4.036  -0.639
C: 4.784 0.938 2.979  0.532
C: 4.732 -0.453 2.722  0.218
C: 5.390 -0.992 1.608  -0.381
C: 6.075 -0.149 0.787  -0.041
O: 6.720 -0.598 -0.379  -0.664
C: 6.049 1.237 0.999  -0.278
C: 5.418 1.799 2.089  -0.662
H: 3.575 0.768 4.499  0.156
H: 4.116 -1.179 3.347  0.061
H: 5.277 -2.052 1.425  0.420
H: 6.533 -1.557 -0.428  0.461
H: 6.466 1.807 0.138  0.357
H: 5.395 2.846 2.426  0.404
O: -1.814 1.261 2.718  -0.511
C: -0.883 0.947 1.704  0.084
C: -1.307 0.565 0.419  0.132
C: -0.404 0.214 -0.562  -0.201
C: 0.976 0.453 -0.337  -0.492
O: 1.936 0.142 -1.260  0.491
C: 1.368 0.936 0.943  -0.779
C: 0.469 1.160 1.988  -0.421
H: -2.681 0.953 2.478  0.079
H: -2.377 0.362 0.209  -0.140
H: -0.794 -0.200 -1.464  0.877
H: 1.624 0.294 -2.155  -0.060
H: 2.416 1.089 1.153  0.442
H: 0.805 1.616 2.884  0.799
O: -4.487 5.595 -4.052  -0.610
C: -3.204 5.198 -3.945  0.472
C: -2.794 3.983 -3.308  -0.685
C: -1.437 3.769 -3.086  -0.154
C: -0.537 4.509 -3.787  0.081
O: 0.776 4.153 -3.527  0.001
C: -0.901 5.651 -4.524  -0.984
C: -2.242 6.048 -4.503  -0.621
H: -4.967 4.953 -3.476  0.367
H: -3.574 3.358 -2.912  0.415
H: -1.166 2.958 -2.412  0.599
H: 1.384 4.793 -3.857  0.094
H: -0.122 6.315 -4.918  0.445
H: -2.473 6.893 -5.032  0.533